P) 2 unconnected molecules or ions with the total composition C3H8N3S, computed with ωB97M-V/def2-TZVPD.

For the HOMO energy (alpha / beta), the calculation gives -12.694 / -12.694 eV. The LUMO energy (alpha / beta) comes out at -4.910 / -4.915 eV.

ORCA input file:
```
! wB97M-V def2-TZVPD RIJCOSX def2/J DEFGRID3
* xyz 1 1
H -0.688 0.945 3.419
H -0.454 1.366 -3.003
H 2.102 0.453 0.403
H -0.456 -3.801 1.486
H -1.389 0.025 -2.491
N 0.331 0.810 1.475
C -1.220 1.092 -2.255
C 1.048 0.481 0.439
H 1.236 0.526 -1.454
N -0.641 1.089 -0.942
S 0.474 -2.765 1.408
C -0.196 0.807 2.517
H -2.182 1.631 -2.254
H 1.483 -3.432 2.029
N 0.552 0.774 -0.777
*
```

Calculated atomic charges, method Mulliken, unit e: number 1, H, carries 0.477; number 2, H, carries 0.278; number 3, H, carries 0.333; number 4, H, carries 0.193; number 5, H, carries 0.338; number 6, N, carries 0.040; number 7, C, carries -0.647; number 8, C, carries -0.265; number 9, H, carries 0.284; number 10, N, carries -0.556; number 11, S, carries -0.349; number 12, C, carries 0.029; number 13, H, carries 0.274; number 14, H, carries 0.179; number 15, N, carries 0.393



Q) A gas-phase ion, C3H8N3S (charge +1), computed with ωB97M-V/def2-TZVPD.

For the HOMO energy, the calculation gives -12.555 eV. The LUMO energy comes out at -5.627 eV. The SMILES is N/[NH+]=C/[NH+]=C\C[S-].

ORCA input file:
```
! wB97M-V def2-TZVPD RIJCOSX def2/J DEFGRID3
* xyz 1 1
N -1.241 -1.273 -0.069
H 1.847 2.556 0.095
C 1.428 1.588 0.435
C -0.361 -0.464 -0.619
N -2.563 -1.109 -0.023
H -1.044 -1.772 0.842
H -0.638 0.154 -1.419
H -3.087 -0.891 -0.898
H 1.783 1.618 1.405
H -2.818 -0.314 0.643
H 1.374 -1.698 -0.359
C 1.819 0.331 -0.021
H 2.873 0.233 -0.103
S -0.427 1.720 0.529
N 1.054 -0.678 -0.439
*
```

Calculated atomic charges, method Mulliken, unit e: number 1, N, carries -0.021; number 2, H, carries 0.401; number 3, C, carries -0.568; number 4, C, carries -0.354; number 5, N, carries -0.756; number 6, H, carries 0.303; number 7, H, carries 0.613; number 8, H, carries 0.302; number 9, H, carries 0.316; number 10, H, carries 0.268; number 11, H, carries 0.374; number 12, C, carries -0.039; number 13, H, carries 0.440; number 14, S, carries -0.179; number 15, N, carries -0.103



R) 2 unconnected molecules or ions with the total composition C3H8N3S, computed with ωB97M-V/def2-TZVPD.

For the HOMO energy, the calculation gives -12.970 eV. The LUMO energy comes out at -5.050 eV.

ORCA input file:
```
! wB97M-V def2-TZVPD RIJCOSX def2/J DEFGRID3
* xyz 1 1
C -0.121 -0.357 1.491
H 4.345 -0.590 -0.982
S 1.503 0.081 0.265
H -3.089 1.510 1.252
N 3.878 -0.104 -0.150
H -4.128 0.476 0.277
N -1.224 -0.242 1.050
H 3.991 -0.808 0.576
H 4.268 0.760 -0.111
N -2.155 -0.101 0.304
C 0.911 1.364 -0.344
H -3.102 1.532 -0.665
H 0.068 -0.925 2.490
H 1.448 1.939 -1.126
C -3.154 0.925 0.342
*
```

Calculated atomic charges, method Mulliken, unit e: number 1, C, carries -0.114; number 2, H, carries 0.271; number 3, S, carries 0.292; number 4, H, carries 0.355; number 5, N, carries -0.776; number 6, H, carries 0.291; number 7, N, carries 0.474; number 8, H, carries 0.313; number 9, H, carries 0.260; number 10, N, carries -0.401; number 11, C, carries -0.285; number 12, H, carries 0.265; number 13, H, carries 0.340; number 14, H, carries 0.313; number 15, C, carries -0.597



S) A gas-phase ion, C3H8N3S (charge +1), computed with ωB97M-V/def2-TZVPD.

For the HOMO energy (alpha / beta), the calculation gives -12.816 / -12.893 eV. The LUMO energy (alpha / beta) comes out at -7.302 / -7.320 eV. The SMILES is C/[NH+]=N\C(=[NH2+])C[S-].

ORCA input file:
```
! wB97M-V def2-TZVPD RIJCOSX def2/J DEFGRID3
* xyz 1 1
H 0.044 2.821 -0.362
H -1.079 -0.587 -1.540
C 0.801 2.040 -0.274
S -2.416 0.476 0.088
N 0.648 -0.108 0.815
H -0.076 -3.041 -0.167
H 1.767 2.535 -0.120
C -0.004 -1.040 0.236
N 0.469 1.190 0.830
H 0.844 1.462 -1.194
H -1.886 -1.755 -0.461
N 0.454 -2.283 0.233
H 0.433 1.601 1.758
H 1.343 -2.498 0.659
C -1.341 -0.814 -0.502
*
```

Calculated atomic charges, method Mulliken, unit e: number 1, H, carries 0.327; number 2, H, carries 0.363; number 3, C, carries -0.698; number 4, S, carries -0.017; number 5, N, carries -0.485; number 6, H, carries 0.209; number 7, H, carries 0.312; number 8, C, carries 0.719; number 9, N, carries 0.107; number 10, H, carries 0.290; number 11, H, carries 0.375; number 12, N, carries -0.354; number 13, H, carries 0.273; number 14, H, carries 0.269; number 15, C, carries -0.690



Calculated relative energies: P) 0.0390; Q) 0.0128; R) 0.1050; S) 0.0000, given in hartree



P) 2 unconnected molecules or ions with the total composition C5H10NO3, computed with ωB97M-V/def2-TZVPD.

For the HOMO energy, the calculation gives -4.700 eV. The LUMO energy comes out at 3.847 eV.

ORCA input file:
```
! wB97M-V def2-TZVPD RIJCOSX def2/J DEFGRID3
* xyz -1 1
H 0.437 -1.002 -2.548
H 0.450 -0.055 2.320
C -1.639 -0.059 1.377
C -1.677 1.256 0.617
H -0.603 2.454 -0.547
H -2.144 -0.798 0.689
H 1.504 0.476 -2.823
O 2.708 -1.544 -0.700
H 0.147 -1.228 1.147
H -2.385 -0.054 2.155
C 1.451 -0.582 -2.479
H -0.643 -1.372 2.765
H 0.383 1.173 0.094
N -0.512 1.771 0.206
H 2.129 -1.199 -3.199
O -2.776 1.801 0.409
C -0.364 -0.706 1.938
C 1.906 -0.688 -1.073
O 1.628 0.355 -0.349
*
```

Calculated atomic charges, method Mulliken, unit e: number 1, H, carries 0.181; number 2, H, carries 0.308; number 3, C, carries -0.232; number 4, C, carries 0.346; number 5, H, carries 0.242; number 6, H, carries 0.172; number 7, H, carries 0.255; number 8, O, carries -0.695; number 9, H, carries 0.201; number 10, H, carries 0.353; number 11, C, carries -0.791; number 12, H, carries 0.336; number 13, H, carries 0.397; number 14, N, carries -0.392; number 15, H, carries 0.253; number 16, O, carries -0.726; number 17, C, carries -1.011; number 18, C, carries 0.592; number 19, O, carries -0.789



Q) 2 unconnected molecules or ions with the total composition C5H10NO3, computed with ωB97M-V/def2-TZVPD.

For the HOMO energy, the calculation gives -4.260 eV. The LUMO energy comes out at 3.814 eV.

ORCA input file:
```
! wB97M-V def2-TZVPD RIJCOSX def2/J DEFGRID3
* xyz -1 1
H 0.293 -0.742 1.878
O -1.259 1.534 0.475
C -1.686 0.356 0.564
H -0.977 1.281 -1.855
H 2.169 1.940 0.272
H -0.262 -0.799 -0.489
H -0.466 -0.123 -2.674
H 0.590 1.365 0.338
C -1.283 -0.547 -0.764
C -1.293 0.270 -2.046
H -1.976 -1.372 -0.719
O 3.295 0.079 1.271
H 0.942 -1.615 0.486
C 1.186 -1.028 1.363
C 2.103 0.092 1.010
O -2.544 -0.149 1.293
H 1.714 -1.812 1.919
H -2.105 0.106 -2.738
N 1.558 1.166 0.419
*
```

Calculated atomic charges, method Mulliken, unit e: number 1, H, carries 0.312; number 2, O, carries -0.788; number 3, C, carries 0.488; number 4, H, carries 0.279; number 5, H, carries 0.198; number 6, H, carries -0.355; number 7, H, carries 0.284; number 8, H, carries 0.212; number 9, C, carries 0.150; number 10, C, carries -1.133; number 11, H, carries 0.345; number 12, O, carries -0.701; number 13, H, carries 0.412; number 14, C, carries -1.159; number 15, C, carries 0.699; number 16, O, carries -0.742; number 17, H, carries 0.349; number 18, H, carries 0.345; number 19, N, carries -0.197



Calculated relative energies: P) 0.0000; Q) 0.0079, given in hartree



P) A single F3HNP molecule, computed with ωB97M-V/def2-TZVPD.

For the HOMO energy, the calculation gives -11.670 eV. The LUMO energy comes out at 0.343 eV. The SMILES is N=P(F)(F)F.

ORCA input file:
```
! wB97M-V def2-TZVPD RIJCOSX def2/J DEFGRID3
* xyz 0 1
F 0.552 -0.378 -1.477
F 1.240 -0.938 0.733
P 0.190 -0.039 0.032
N -1.198 -0.213 0.631
F 1.153 1.378 -0.010
H -1.936 0.189 0.091
*
```

Calculated atomic charges, method Mulliken, unit e: number 1, F, carries -0.210; number 2, F, carries -0.186; number 3, P, carries 0.993; number 4, N, carries -0.566; number 5, F, carries -0.288; number 6, H, carries 0.258



Q) A single F3HNP molecule, computed with ωB97M-V/def2-TZVPD.

For the HOMO energy, the calculation gives -9.770 eV. The LUMO energy comes out at -0.704 eV. The SMILES is N=P(F)(F)F.

ORCA input file:
```
! wB97M-V def2-TZVPD RIJCOSX def2/J DEFGRID3
* xyz 0 1
H -0.708 1.851 0.809
F -0.182 -0.363 -1.708
N 0.220 1.482 0.988
F 1.434 -1.135 -0.159
F -0.871 -1.519 0.213
P 0.107 -0.316 -0.144
*
```

Calculated atomic charges, method Mulliken, unit e: number 1, H, carries 0.181; number 2, F, carries -0.220; number 3, N, carries -0.433; number 4, F, carries -0.168; number 5, F, carries -0.222; number 6, P, carries 0.862



Calculated relative energies: P) 0.0000; Q) 0.1097, given in hartree